Entry 1:
Density functional theory data (ωB97M-V/def2-TZVPD) for a structure of composition C30H38FeN4O in a non-equilibrium geometry.

```
74
Properties=species:S:1:pos:R:3:forces:R:3:lowdin_charge:R:1
Fe 0.312 -0.431 1.118 -1.289 -0.123 1.571 0.660
N -0.723 -1.715 2.509 1.294 0.857 1.159 -0.015
N 0.367 -2.289 -0.470 -1.268 0.426 -1.077 -0.105
C 1.523 1.400 0.328 0.935 0.008 1.395 -0.280
C 2.408 0.311 0.632 -0.513 1.181 0.874 -0.268
C 2.197 -0.051 2.016 0.199 1.621 -0.297 -0.303
C 2.982 -1.072 2.762 0.182 -0.104 0.264 -0.056
H 3.644 -1.636 2.085 -0.297 0.127 0.246 0.071
H 2.339 -1.787 3.299 0.159 0.161 -0.189 0.080
H 3.616 -0.556 3.500 0.005 -0.231 0.012 0.074
C 1.230 0.868 2.582 0.619 0.326 -1.500 -0.272
C 0.794 0.905 3.996 -0.432 -0.145 0.374 -0.048
H 1.640 1.083 4.670 -0.110 0.016 0.007 0.076
H 0.326 -0.049 4.275 0.159 0.158 0.086 0.047
H 0.047 1.696 4.156 0.216 -0.119 0.000 0.073
C 0.769 1.723 1.504 1.401 -0.675 0.144 -0.274
C -0.277 2.773 1.554 -0.641 0.359 0.012 -0.055
H -1.196 2.399 2.026 0.200 0.130 0.007 0.055
H -0.573 3.078 0.536 0.153 -0.065 0.319 0.074
H 0.044 3.679 2.090 -0.024 -0.109 -0.063 0.076
C 3.533 -0.168 -0.217 0.194 -0.265 0.028 -0.052
H 4.439 -0.217 0.404 -0.046 -0.098 -0.253 0.074
H 3.744 0.528 -1.036 -0.073 -0.102 0.054 0.062
H 3.370 -1.167 -0.647 -0.003 0.065 0.043 0.072
C 1.534 2.257 -0.882 -0.093 0.151 -0.490 -0.045
H 0.533 2.344 -1.315 0.117 0.177 -0.031 0.060
H 2.178 1.862 -1.676 -0.091 0.024 0.154 0.064
H 1.892 3.271 -0.639 -0.102 -0.183 -0.076 0.087
C -1.238 -2.144 3.698 -1.935 -1.139 0.983 -0.219
H -0.981 -1.643 4.640 -0.280 0.220 -0.288 0.069
C -2.071 -3.269 3.748 0.844 0.629 0.136 -0.160
H -2.637 -3.495 4.648 0.270 -0.054 0.158 0.068
C -2.120 -4.151 2.650 -1.104 -0.774 -0.579 -0.191
H -2.769 -5.039 2.627 0.119 0.470 0.246 0.062
C -1.210 -3.945 1.605 1.057 2.526 0.845 -0.067
H -1.115 -4.574 0.711 0.207 -0.011 0.646 0.082
C -0.403 -2.745 1.714 -2.008 -5.068 -1.210 -0.377
C 0.728 -2.623 0.850 1.156 1.273 -0.168 -0.224
H 1.674 -3.137 0.995 -0.224 -0.185 -0.209 0.088
C -0.031 -0.968 -0.717 1.976 -2.172 -1.164 -0.059
C 0.302 -3.073 -1.594 0.183 0.774 -0.292 -0.041
H 0.358 -4.152 -1.557 0.212 0.236 -0.045 0.114
C 0.136 -2.194 -2.616 0.246 -0.641 -0.086 -0.091
H 0.164 -2.327 -3.668 -0.145 -0.116 -0.539 0.095
N 0.028 -0.929 -2.060 -0.886 1.238 -1.570 -0.017
C 0.057 0.252 -2.913 -0.750 -0.274 -0.702 -0.112
C 1.100 0.392 -3.850 -0.097 -0.064 0.351 -0.207
C 1.083 1.458 -4.752 -0.330 0.497 -0.112 -0.016
H 1.936 1.583 -5.436 -0.400 -0.076 0.325 0.113
C 0.028 2.385 -4.803 0.478 -0.842 0.711 -0.275
C 0.078 3.566 -5.718 -0.072 0.236 -0.280 -0.066
H 0.061 4.512 -5.167 -0.012 -0.124 0.037 0.080
H -0.773 3.580 -6.403 0.010 -0.006 0.010 0.076
H 0.989 3.557 -6.317 -0.015 -0.024 -0.017 0.069
C -1.038 2.177 -3.925 0.031 -0.057 0.285 -0.017
H -1.899 2.857 -3.971 0.294 -0.281 0.106 0.117
C -1.046 1.136 -2.982 0.204 -0.533 -0.396 -0.202
C -2.269 0.890 -2.142 -0.333 0.307 0.226 -0.036
H -2.856 0.014 -2.484 0.496 0.256 0.154 0.096
H -2.932 1.762 -2.231 0.100 -0.195 0.116 0.073
H -2.016 0.751 -1.081 -0.131 -0.071 -0.260 0.056
C 2.276 -0.553 -3.905 0.292 -0.011 -0.114 -0.043
H 2.040 -1.491 -4.443 0.121 0.415 0.412 0.079
H 2.657 -0.785 -2.900 -0.214 -0.108 -0.334 0.072
H 3.077 -0.057 -4.468 -0.063 -0.160 0.152 0.073
C -3.022 0.573 3.721 0.119 0.638 1.073 -0.019
C -3.245 0.289 2.278 2.068 -0.430 -2.901 -0.533
N -4.535 0.116 1.888 -0.076 0.184 0.545 0.151
O -2.344 0.224 1.396 -2.115 0.626 2.195 -0.020
H -3.763 0.054 4.352 0.334 0.099 -0.263 0.085
H -3.149 1.665 3.914 0.063 -0.605 -0.269 0.094
H -2.010 0.296 4.050 -0.466 0.027 -0.388 0.053
H -4.700 -0.019 0.910 -0.112 -0.088 -0.087 0.101
H -5.291 0.186 2.548 0.037 -0.112 -0.212 0.092
```
Positions in Å, forces in eV/Å.

Computed properties:
lowest unoccupied orbital energy (alpha / beta)	2.596 / 2.594	eV
DFT total energy	-2723.79945	a.u.
frontier orbital gap (alpha / beta)	3.08 / 5.50	eV
multiplicity	6
net charge	-1
largest force on an atom	5.6	eV Å⁻¹

---

Entry 2:
Density functional theory data (ωB97M-V/def2-TZVPD) for a structure of composition C30H38IrN7O9P2S in a non-equilibrium geometry.

```
88
Properties=species:S:1:pos:R:3:forces:R:3:lowdin_charge:R:1
Ir 0.111 -0.105 -0.280 -1.596 -0.987 0.912 1.350
C 0.718 -5.577 0.240 -0.069 0.116 0.032 -0.027
N 0.154 -4.302 -0.205 0.135 -0.219 -0.026 -0.128
C -1.135 -4.114 -0.596 -0.069 -0.082 0.044 -0.028
C -1.248 -2.800 -0.924 0.262 0.062 -0.036 -0.102
N -0.041 -2.181 -0.751 -0.290 0.338 -0.589 -0.074
C 0.815 -3.115 -0.290 -0.007 0.137 -0.143 -0.516
P 2.495 -3.046 0.334 -0.133 -0.119 0.067 1.159
C 2.933 -1.436 -0.209 0.023 -0.090 -0.141 -0.577
N 2.170 -0.564 -0.890 0.453 0.769 1.114 -0.041
C 2.985 0.475 -1.236 -0.146 -0.140 -0.222 -0.090
C 4.241 0.243 -0.756 0.143 -0.155 -0.028 -0.005
N 4.200 -0.956 -0.110 0.176 0.054 -0.026 -0.111
C 5.325 -1.563 0.599 -0.108 0.085 -0.081 -0.006
C 1.070 -0.648 2.377 -0.007 -0.066 -0.281 -0.479
N 0.104 -1.130 1.594 0.660 0.913 0.079 -0.025
C -0.690 -1.895 2.426 0.025 -0.261 -0.483 -0.105
C -0.173 -1.873 3.679 -0.028 -0.058 0.048 -0.012
N 0.943 -1.064 3.637 0.048 -0.076 0.160 -0.018
C 1.842 -0.723 4.738 -0.056 -0.012 -0.035 0.040
H 0.139 -6.387 -0.192 -0.022 0.017 -0.033 0.099
H 1.748 -5.664 -0.093 0.006 -0.007 -0.056 0.066
H 0.686 -5.652 1.326 -0.009 0.038 0.014 0.098
H -1.861 -4.910 -0.607 0.068 -0.004 -0.045 0.136
H -2.107 -2.278 -1.283 -0.073 0.015 0.037 0.067
H 2.622 1.315 -1.802 -0.041 0.022 0.183 0.118
H 5.141 0.833 -0.812 -0.026 -0.031 -0.016 0.142
H 6.202 -1.574 -0.043 0.003 -0.016 -0.051 0.102
H 5.543 -0.990 1.497 -0.028 0.025 0.021 0.104
H 5.078 -2.582 0.880 -0.011 -0.040 -0.022 0.053
H -1.558 -2.414 2.059 0.075 -0.070 0.006 0.111
H -0.506 -2.342 4.589 0.047 -0.005 -0.046 0.133
H 1.270 -0.685 5.660 -0.047 0.024 -0.018 0.104
H 2.627 -1.469 4.833 0.017 -0.031 -0.031 0.101
H 2.276 0.253 4.543 -0.016 0.029 -0.010 0.093
C -3.076 0.151 1.763 -0.154 0.265 -0.130 -0.072
O -3.266 0.194 0.334 -0.028 -0.374 0.279 -0.263
P -2.101 0.655 -0.649 0.129 -0.411 0.903 0.630
O -2.045 2.211 -0.571 -0.133 0.360 0.130 -0.273
C -3.176 3.039 -0.937 0.061 0.017 0.001 -0.034
O -2.855 0.440 -2.013 0.217 -0.148 -0.174 -0.245
C -3.077 -0.773 -2.740 -0.098 0.124 -0.027 -0.075
H -4.014 0.462 2.212 -0.035 0.046 0.004 0.100
H -2.275 0.813 2.085 0.029 0.046 -0.032 0.078
H -2.853 -0.862 2.065 -0.090 -0.086 0.016 0.052
H -2.998 4.006 -0.478 0.025 0.015 -0.002 0.097
H -4.107 2.610 -0.571 0.015 -0.027 0.033 0.091
H -3.212 3.138 -2.020 0.043 -0.017 -0.022 0.093
H -3.606 -0.487 -3.643 -0.021 0.019 -0.027 0.105
H -3.705 -1.452 -2.159 -0.047 0.063 -0.004 0.091
H -2.126 -1.225 -3.006 0.039 0.074 -0.079 0.071
C 1.595 8.025 0.203 -0.063 -0.036 -0.076 -0.050
C 0.590 7.379 -0.720 0.045 0.020 0.072 -0.224
C -0.546 8.091 -1.095 0.017 0.030 0.039 -0.056
C -1.489 7.530 -1.936 -0.051 -0.060 -0.035 -0.078
C -1.312 6.242 -2.414 -0.232 0.017 0.116 -0.052
C -0.173 5.528 -2.065 -0.016 -0.397 -0.219 -0.192
N 0.038 4.194 -2.503 -0.153 0.268 -0.089 0.118
C -0.368 3.609 -3.681 0.208 0.348 0.129 -0.172
C -0.724 4.387 -4.798 -0.014 0.041 -0.131 -0.022
C -1.097 3.801 -5.988 -0.006 0.005 0.059 -0.067
C -1.121 2.413 -6.133 -0.031 0.054 -0.043 -0.086
C -0.757 1.639 -5.058 0.086 -0.006 0.059 -0.024
C -0.370 2.208 -3.834 -0.068 -0.063 -0.042 -0.072
C -0.053 1.276 -2.740 0.171 -0.462 0.009 -0.606
O -0.224 0.052 -2.853 -0.099 0.051 -0.859 -0.068
O 0.366 1.722 -1.593 -0.073 -1.119 -0.032 -0.183
C 0.788 6.087 -1.219 0.340 0.056 -0.039 -0.157
C 2.044 5.301 -0.926 -0.144 0.042 0.081 -0.018
H 1.226 8.988 0.549 0.008 -0.005 -0.003 0.074
H 2.547 8.195 -0.305 -0.007 -0.008 0.032 0.086
H 1.792 7.403 1.078 0.008 0.019 -0.013 0.084
H -0.691 9.097 -0.717 0.016 -0.030 0.000 0.108
H -2.376 8.091 -2.206 0.017 -0.033 -0.010 0.105
H -2.077 5.773 -3.018 0.033 0.050 -0.044 0.107
H 0.403 3.550 -1.818 -0.013 -0.003 0.074 0.098
H -0.667 5.463 -4.729 -0.028 -0.005 0.012 0.108
H -1.370 4.436 -6.823 0.056 -0.010 0.023 0.109
H -1.404 1.960 -7.073 -0.012 0.008 0.038 0.102
H -0.751 0.560 -5.131 0.014 0.002 0.032 0.116
H 2.517 4.988 -1.860 -0.016 -0.021 -0.003 0.093
H 1.840 4.396 -0.347 0.026 0.072 -0.038 0.059
H 2.764 5.891 -0.365 0.000 -0.010 -0.001 0.069
O 1.458 2.375 3.049 -0.246 -0.094 0.045 -0.225
S 1.343 1.789 1.756 0.037 0.297 0.293 0.513
O 2.006 0.206 1.966 -0.176 -0.097 0.346 -0.121
O -0.051 1.396 1.396 0.992 0.890 -0.960 -0.400
O 2.133 2.296 0.690 0.064 0.044 0.014 -0.254
```
Positions in Å, forces in eV/Å.

Computed properties:
lowest unoccupied orbital energy (alpha / beta)	-2.781 / -4.970	eV
DFT total energy	-3411.55167	a.u.
frontier orbital gap (alpha / beta)	6.29 / 4.10	eV
multiplicity	2
net charge	+1
largest force on an atom	2.1	eV Å⁻¹
energy relative to the best compared isomer or geometry (same formula, charge and spin)	0.0	kJ/mol

---

Entry 3:
Density functional theory data (ωB97M-V/def2-TZVPD) for a structure of composition C30H39BCaCl2F2IN4O14S in a non-equilibrium geometry.

```
95
Properties=species:S:1:pos:R:3:forces:R:3:lowdin_charge:R:1
C 1.132 -6.064 2.923 -0.354 -0.244 -1.737 -0.058
C 1.066 -6.168 1.329 -0.189 -1.624 1.374 -0.255
O 0.023 -5.371 0.766 0.636 0.798 -0.489 -0.173
C 0.472 -4.011 0.538 0.981 -1.468 0.302 -0.169
C -0.626 -3.368 -0.348 -0.643 -1.784 1.882 -0.020
N -0.230 -2.263 -1.356 -1.039 -1.047 1.878 -0.105
N -0.171 -3.004 -2.576 2.314 0.567 -2.224 0.104
C -0.259 -2.307 -3.837 -0.288 2.035 -1.347 -0.423
O -1.246 -2.354 -4.450 -1.399 -0.388 -0.524 0.256
F 0.760 -1.579 -4.422 -0.108 -1.188 2.006 0.120
C 0.939 -3.929 -2.710 1.797 -0.753 0.242 -0.424
O 0.800 -5.070 -2.552 -0.808 -1.491 0.455 0.265
F 2.211 -3.551 -3.108 -1.868 1.260 0.402 0.116
C -1.469 -1.387 -1.315 -1.820 1.693 -1.123 -0.021
C -1.531 -0.316 -0.184 -0.581 3.103 0.222 -0.454
N -1.921 -0.702 1.153 1.170 -1.633 -0.114 0.073
C -2.678 0.730 -0.705 -0.758 -1.185 -1.509 -0.136
C -3.646 1.206 0.408 0.350 -0.798 -0.913 -0.736
O -3.581 2.182 1.044 0.069 0.584 -0.343 -0.013
Cl -5.107 0.135 0.734 0.563 -0.046 -0.423 0.599
C -0.187 0.543 -0.283 -0.307 -2.944 0.039 -0.620
I -0.252 2.415 0.789 -0.088 -0.915 0.794 1.084
C 1.078 -0.384 -0.029 -0.061 1.427 0.606 -0.374
C 1.280 -0.934 1.426 0.862 -0.648 0.375 -0.202
C 1.719 0.072 2.544 -0.735 -0.058 1.009 -0.282
C 2.352 -0.623 3.845 -1.182 1.651 -0.172 -0.512
S 1.850 -2.373 4.102 0.563 -0.440 0.184 0.691
C 2.319 0.534 -0.473 -0.114 -0.976 -1.263 -0.181
C 3.678 -0.195 -0.724 1.037 0.432 0.541 -0.165
C 4.573 -0.485 0.567 1.253 0.343 -1.615 -0.123
C 6.024 0.144 0.351 -0.854 0.281 1.996 -0.205
O 6.974 -0.824 -0.154 0.637 1.494 0.094 -0.074
C 8.229 -0.336 0.257 -0.176 0.283 -0.541 -0.343
O 8.825 -0.842 1.138 0.420 -0.711 0.561 0.125
C 1.040 -1.559 -1.092 2.721 2.446 0.282 -0.050
H 2.009 -6.686 3.229 -0.736 0.731 0.105 0.085
H 0.173 -6.532 3.281 1.048 0.651 -0.021 0.086
H 1.214 -4.990 3.211 0.097 -0.992 0.140 0.015
H 0.775 -7.240 1.129 0.251 1.135 -0.063 0.127
H 2.071 -6.031 0.850 -0.841 0.364 0.242 0.121
H 1.492 -4.131 0.058 -1.013 0.601 0.166 0.129
H 0.640 -3.580 1.554 -0.267 0.355 -1.026 0.093
H -1.448 -3.039 0.340 1.089 0.445 -0.724 0.136
H -1.114 -4.218 -0.907 0.832 1.057 0.170 0.163
H -1.581 -0.752 -2.247 0.763 -0.883 0.750 0.124
H -2.409 -2.010 -1.314 1.289 0.158 0.064 0.173
H -1.734 -0.035 1.892 -0.090 0.002 -0.293 0.080
H -2.784 -1.222 1.249 0.008 0.436 -0.005 0.068
H -3.317 0.173 -1.457 0.420 0.667 0.836 0.115
H -2.225 1.571 -1.303 -0.459 -0.587 1.152 0.077
H -0.130 0.834 -1.371 -0.139 -0.067 1.406 -0.056
H 0.394 -1.486 1.847 0.722 0.669 -0.779 0.080
H 2.092 -1.724 1.365 -0.710 0.793 -0.037 0.099
H 2.427 0.876 2.243 -0.630 -0.645 -0.057 0.084
H 0.786 0.587 2.914 1.002 -0.368 -0.488 0.064
H 1.987 -0.005 4.714 0.464 -0.770 -0.757 0.078
H 3.469 -0.481 3.849 -1.056 -0.979 -0.026 0.080
H 0.519 -2.420 4.431 0.685 0.876 -0.178 -0.110
H 2.490 1.399 0.207 -0.338 -0.783 -0.360 0.090
H 1.990 0.981 -1.458 0.410 -0.302 1.071 0.059
H 3.650 -1.146 -1.314 -0.372 0.808 0.324 0.105
H 4.302 0.510 -1.350 -0.822 -0.721 0.480 0.116
H 4.754 -1.589 0.640 -0.353 0.987 0.490 0.123
H 4.193 -0.018 1.502 0.017 -0.635 -0.753 0.089
H 6.377 0.421 1.392 -0.303 -0.198 -1.002 0.126
H 5.996 1.112 -0.219 0.031 -1.006 0.080 0.129
H 8.682 0.586 -0.216 -1.064 -0.684 -0.245 0.162
H 1.915 -2.208 -0.804 -1.500 -0.119 -0.369 0.135
H 1.410 -1.058 -2.037 -0.983 -0.691 0.650 0.156
B -2.539 4.112 -4.698 -0.630 -1.365 2.137 -0.879
O -1.659 3.045 -4.212 -0.980 0.115 -0.871 0.162
C -2.423 1.982 -3.954 2.138 -0.408 0.407 -0.398
O -2.018 0.930 -3.539 -0.301 0.058 -0.426 0.109
C -3.840 2.312 -4.265 -1.901 0.076 -0.172 -0.383
O -4.777 1.584 -4.148 0.172 -0.073 0.037 0.190
O -3.905 3.573 -4.707 0.763 0.254 -0.364 0.235
O -2.447 5.308 -3.844 0.297 0.011 -1.666 0.279
C -2.040 6.313 -4.605 -0.239 0.861 2.674 -0.388
O -1.859 7.432 -4.233 0.122 0.128 -0.686 0.214
C -1.847 5.820 -5.998 0.165 -0.999 -0.553 -0.379
O -1.475 6.487 -6.965 -0.370 -0.416 -1.429 -0.075
O -2.131 4.551 -6.072 0.297 1.213 -1.092 0.215
Ca -1.960 5.463 -9.034 0.297 0.341 1.459 1.648
Cl 0.219 2.683 -2.015 0.616 1.586 -1.993 -0.044
N -3.034 3.221 4.763 -0.366 0.214 0.084 0.053
C -3.503 3.765 5.891 0.229 -0.178 -0.164 -0.162
C -4.708 4.446 5.976 -0.014 0.002 -0.032 -0.080
C -5.471 4.574 4.827 -0.132 0.070 -0.015 -0.084
C -5.006 4.020 3.645 -0.009 0.017 0.108 -0.065
C -3.790 3.356 3.666 0.505 -0.182 0.115 -0.148
H -2.870 3.642 6.763 -0.062 0.039 0.040 0.100
H -5.039 4.864 6.918 0.034 -0.017 -0.012 0.100
H -6.418 5.100 4.852 0.031 -0.013 0.008 0.104
H -5.574 4.101 2.728 0.045 -0.035 -0.003 0.103
H -3.387 2.903 2.765 -0.165 0.342 0.559 0.058
```
Positions in Å, forces in eV/Å.

Computed properties:
lowest unoccupied orbital energy	-6.688	eV
DFT total energy	-4957.03833	a.u.
frontier orbital gap	1.56	eV
net charge	+1
largest force on an atom	3.7	eV Å⁻¹

---

Q: The highest DFT total energy belongs to which entry?
A: C30H38FeN4O

---

Q: Among the records above, which one has the lowest net charge?
A: C30H38FeN4O